Entry 1:
{"formula": "C29H57AsF6HgO17S7", "method": "wB97M-V/def2-TZVPD", "gap_ev": 8.10, "largest_force_ev_per_a": 2.45, "lumo_ev": -1.78, "multiplicity": 1, "species": ["O", "H", "H", "C", "H", "C", "C", "H", "H", "H", "C", "O", "H", "O", "H", "F", "H", "H", "H", "C", "H", "H", "C", "H", "H", "H", "As", "O", "H", "H", "H", "S", "H", "C", "H", "F", "H", "C", "O", "C", "C", "H", "H", "C", "H", "S", "H", "H", "C", "C", "H", "O", "S", "H", "F", "S", "C", "H", "O", "O", "O", "H", "H", "H", "O", "S", "H", "O", "H", "H", "H", "O", "S", "H", "C", "O", "C", "H", "C", "C", "O", "H", "H", "F", "H", "H", "H", "H", "C", "C", "H", "C", "S", "H", "C", "H", "H", "H", "H", "O", "C", "H", "F", "O", "C", "H", "Hg", "H", "H", "C", "C", "C", "H", "F", "C", "C", "O", "H"], "xyz": [[-0.062, 28.305, 14.670], [1.952, 27.853, 20.662], [11.749, 28.490, 14.706], [1.221, 29.518, 17.160], [10.338, 34.067, 14.616], [3.291, 26.635, 19.554], [6.050, 28.672, 12.625], [4.016, 32.602, 15.436], [2.735, 26.586, 21.604], [6.269, 31.746, 19.565], [7.975, 31.346, 21.077], [10.228, 32.971, 19.231], [4.720, 25.601, 11.379], [2.133, 25.069, 14.986], [2.024, 33.227, 14.437], [4.873, 30.059, 15.346], [6.128, 28.122, 20.377], [4.995, 29.836, 11.090], [3.362, 28.207, 11.660], [10.745, 28.925, 14.633], [7.052, 33.768, 23.134], [6.792, 32.307, 24.015], [4.047, 28.247, 21.240], [3.977, 26.371, 12.788], [1.583, 27.334, 16.742], [9.550, 30.199, 15.935], [5.873, 29.678, 16.714], [7.424, 26.490, 12.060], [4.819, 34.137, 15.162], [8.292, 34.855, 15.881], [5.979, 27.162, 21.766], [9.629, 26.976, 15.966], [6.014, 28.635, 10.409], [1.911, 28.328, 16.452], [7.092, 33.077, 20.243], [6.188, 31.396, 16.924], [2.647, 30.397, 14.594], [4.973, 32.788, 13.512], [4.339, 24.621, 14.923], [8.349, 32.207, 22.302], [4.692, 26.507, 11.975], [2.991, 28.400, 16.491], [8.835, 31.223, 20.425], [10.123, 33.592, 15.573], [8.567, 32.163, 17.226], [3.904, 32.787, 12.048], [11.119, 28.132, 17.462], [5.487, 31.842, 13.676], [10.202, 28.389, 16.926], [8.366, 33.235, 17.267], [0.987, 31.006, 14.147], [9.451, 35.292, 18.661], [6.254, 26.943, 12.811], [5.330, 28.812, 13.438], [6.938, 29.294, 18.042], [5.689, 32.386, 21.875], [4.169, 33.395, 14.705], [2.640, 34.861, 14.762], [3.602, 25.756, 16.604], [4.935, 33.606, 21.645], [6.176, 26.594, 14.233], [3.468, 34.990, 12.383], [9.046, 31.735, 22.994], [8.784, 28.179, 14.081], [5.093, 31.122, 22.299], [1.358, 28.594, 14.723], [3.358, 27.292, 18.682], [5.770, 26.392, 18.577], [2.367, 24.593, 14.164], [8.869, 33.113, 21.984], [5.809, 33.472, 13.348], [5.078, 24.907, 20.453], [9.774, 33.945, 18.249], [0.140, 29.374, 17.170], [2.850, 34.143, 12.695], [2.262, 27.949, 13.793], [4.250, 27.770, 11.198], [10.837, 29.617, 13.794], [6.779, 32.050, 20.478], [9.773, 27.799, 14.324], [8.208, 26.751, 16.185], [1.555, 29.670, 18.185], [11.756, 33.426, 17.018], [4.551, 29.859, 17.839], [0.733, 31.538, 16.487], [2.750, 25.722, 19.314], [7.379, 33.404, 17.684], [10.093, 27.068, 13.587], [1.577, 30.401, 14.823], [3.368, 25.184, 15.505], [6.962, 29.227, 12.817], [5.354, 28.822, 11.261], [5.004, 26.178, 19.802], [2.447, 31.224, 16.612], [2.812, 33.941, 14.206], [1.885, 34.222, 12.205], [11.250, 30.227, 16.269], [3.980, 28.427, 22.311], [9.520, 28.539, 17.766], [4.660, 33.235, 10.896], [10.918, 34.083, 16.807], [3.845, 27.530, 10.215], [5.521, 27.957, 16.495], [3.109, 31.591, 12.003], [7.067, 32.681, 23.032], [4.056, 29.199, 20.713], [6.046, 25.647, 16.413], [7.967, 33.332, 15.182], [7.702, 30.379, 21.507], [8.630, 33.815, 15.906], [5.384, 27.555, 20.941], [10.434, 29.562, 15.990], [10.336, 32.543, 15.361], [7.262, 29.599, 15.622], [1.495, 30.777, 16.324], [2.897, 27.337, 20.826], [10.540, 25.870, 16.099], [11.144, 35.134, 16.659]]}


Entry 2:
{"formula": "C15H38BrIO8P3S2", "method": "wB97M-V/def2-TZVPD", "gap_ev": 6.40, "largest_force_ev_per_a": 2.66, "lumo_ev": -5.58, "multiplicity": 1, "total_charge": 1, "species": ["C", "C", "H", "H", "Br", "C", "H", "H", "H", "H", "H", "C", "H", "H", "C", "H", "C", "S", "H", "O", "O", "P", "H", "C", "H", "H", "C", "O", "P", "O", "H", "C", "H", "H", "H", "O", "C", "H", "H", "O", "C", "H", "S", "C", "O", "H", "H", "C", "H", "H", "H", "I", "C", "H", "H", "O", "H", "H", "H", "H", "H", "H", "H", "H", "C", "H", "H", "P"], "xyz": [[5.607, -5.897, -6.411], [3.354, -1.755, -7.715], [-3.813, 0.603, 4.062], [5.610, -6.986, -6.471], [3.351, -1.106, 0.013], [-7.613, 4.290, 5.644], [-5.150, 6.914, 2.584], [3.933, -5.890, -5.048], [3.441, -1.072, 3.828], [-5.992, 2.991, 6.240], [1.847, -0.708, -6.571], [4.921, -5.438, -5.143], [2.176, -0.010, -8.156], [3.500, -2.404, 2.680], [3.061, -0.480, 1.804], [1.980, -0.793, -4.274], [2.101, -1.774, -3.809], [1.214, -0.411, 1.978], [5.560, -0.161, 2.493], [4.152, -2.298, -6.652], [3.336, -2.359, -4.265], [3.507, -3.252, -5.563], [3.336, 0.210, -6.832], [2.638, -0.489, -7.293], [0.007, -2.165, -3.560], [-0.114, -1.693, 4.164], [5.290, -1.190, 2.743], [-5.216, 4.928, 2.979], [0.387, -2.267, 2.986], [-3.833, 3.607, 4.890], [4.046, -1.547, -8.529], [0.873, -2.632, -4.031], [3.390, 0.551, 1.929], [-2.773, 2.068, 1.587], [-8.167, 4.261, 6.582], [-4.399, 2.728, 2.592], [3.767, -1.356, 2.821], [-6.272, 6.479, 3.858], [5.097, -5.499, -7.288], [4.827, -4.010, -5.099], [-6.780, 3.036, 5.487], [-7.401, 2.149, 5.605], [-0.889, -3.020, 1.813], [-5.270, 6.292, 3.468], [2.499, -4.178, -6.081], [-6.981, 5.181, 5.659], [1.012, -3.627, -3.609], [-3.152, 2.057, 2.612], [-2.436, 2.598, 3.234], [-4.354, 6.077, 5.422], [5.730, -1.857, 2.004], [0.754, 1.370, 3.466], [-4.212, 6.631, 4.495], [2.255, -1.607, -2.743], [-2.347, 0.129, 3.181], [-6.206, 2.938, 4.172], [0.655, -2.754, -5.091], [2.645, -2.506, -8.069], [-4.258, 7.695, 4.728], [-3.216, 6.396, 4.119], [1.520, -3.048, 3.239], [5.728, -1.399, 3.718], [-3.930, 0.058, 2.392], [6.638, -5.543, -6.437], [-3.317, 0.627, 3.091], [5.503, -5.730, -4.268], [-8.319, 4.387, 4.820], [-4.840, 3.658, 3.825]]}


Entry 3:
{"formula": "C14H18AuClRu", "method": "wB97M-V/def2-TZVPD", "gap_ev": [4.42, 5.11], "largest_force_ev_per_a": 3.33, "lumo_ev": [3.37, 0.14], "s2": 15.782, "multiplicity": 8, "total_charge": -1, "species": ["H", "C", "C", "H", "H", "H", "C", "C", "C", "C", "H", "C", "H", "H", "C", "C", "H", "H", "C", "H", "H", "H", "H", "H", "C", "C", "H", "H", "Cl", "H", "C", "Au", "C", "H", "Ru"], "xyz": [[-0.772, -2.161, -0.160], [1.717, 0.021, 2.059], [-0.588, -0.815, 1.524], [-2.056, -0.571, -4.443], [-2.470, 1.583, -2.277], [-3.399, -0.539, 3.450], [-1.397, 1.709, -2.455], [-1.926, -0.898, 1.913], [-2.343, -0.486, 3.190], [0.907, 0.567, 4.691], [1.308, -1.350, -5.194], [-0.047, 0.079, 3.769], [-1.306, 1.676, -3.572], [0.572, 0.794, 5.706], [-0.229, -1.265, 0.159], [0.383, -0.258, 2.427], [-1.727, 0.243, 5.126], [2.347, 0.049, -4.694], [2.636, 0.507, 2.983], [0.838, -1.319, -0.046], [-0.690, -1.139, -5.502], [-1.240, 0.580, -5.565], [3.669, 0.682, 2.669], [-0.979, 2.648, -2.081], [1.652, -0.738, -4.347], [2.225, 0.773, 4.305], [2.949, 1.161, 5.019], [-2.649, -1.272, 1.186], [1.704, 1.062, -1.893], [2.156, -1.341, -3.570], [-1.098, -0.303, -4.916], [-0.907, 0.201, -1.149], [-1.413, -0.043, 4.120], [2.022, -0.127, 1.021], [0.152, 0.290, -3.451]]}


Entry 4:
{"formula": "C31H29BrCrN9O3", "method": "wB97M-V/def2-TZVPD", "gap_ev": [8.10, 8.04], "largest_force_ev_per_a": 0.22, "lumo_ev": [0.00, -0.16], "s2": 3.791, "multiplicity": 4, "species": ["N", "H", "C", "N", "C", "C", "H", "N", "N", "C", "H", "N", "H", "H", "H", "H", "C", "C", "C", "C", "Cr", "H", "C", "C", "C", "H", "C", "C", "H", "Br", "H", "N", "H", "H", "H", "C", "H", "N", "H", "C", "H", "O", "C", "H", "C", "C", "H", "C", "H", "C", "H", "C", "C", "N", "H", "C", "H", "H", "N", "C", "O", "H", "O", "C", "C", "H", "C", "C", "C", "C", "H", "H", "H", "C"], "xyz": [[-4.320, -5.342, 0.278], [-3.882, -0.828, -1.794], [-1.347, -0.232, 1.509], [1.011, 0.429, 1.587], [1.779, -0.932, -4.554], [0.908, -1.664, -2.445], [-2.481, 0.300, -3.056], [-1.002, -4.516, -2.610], [0.521, -0.101, -0.628], [-1.489, 2.883, -1.449], [6.373, -0.760, 3.812], [2.730, 0.111, 0.098], [-7.446, 1.292, -0.763], [1.409, 1.327, 4.242], [-6.084, 2.570, 0.888], [2.686, 2.182, -1.708], [4.584, -1.491, 2.880], [3.634, -1.261, 1.900], [1.028, -0.375, -1.937], [1.383, 0.127, 0.326], [-1.504, 0.210, -0.467], [-0.862, 0.588, -3.136], [1.125, 0.281, 4.396], [-0.192, 0.035, 2.235], [-5.754, 0.130, -1.417], [0.965, 0.144, 5.464], [-4.406, -0.070, -1.231], [1.915, 0.350, -4.042], [2.308, 1.140, -4.671], [-3.351, 2.533, 1.677], [-1.212, -0.638, 5.380], [-2.681, -2.447, -0.426], [-6.291, -0.467, -2.140], [3.889, 2.591, 0.446], [0.959, 2.318, -1.471], [-1.246, -0.541, 4.301], [6.514, 1.242, 2.387], [-1.713, 0.790, -2.612], [2.061, -1.136, -5.579], [-0.124, -0.079, 3.632], [-3.338, -1.014, 1.704], [-1.383, 4.088, -1.535], [1.278, -1.946, -3.750], [-3.252, -1.286, 4.136], [-1.742, -4.162, -1.804], [5.702, 0.540, 2.248], [3.008, -0.017, -0.864], [-5.642, 1.810, 0.262], [1.155, -2.952, -4.130], [-2.391, -0.899, 3.605], [1.780, 0.635, 2.204], [-2.432, -0.740, 2.230], [3.713, -0.122, 1.105], [-3.657, 0.621, -0.352], [1.978, -0.341, 4.111], [4.824, 2.030, 0.409], [5.631, 2.681, 0.741], [1.684, 2.783, -3.021], [-2.001, 2.175, -2.575], [-4.282, 1.541, 0.384], [-1.832, -1.681, -1.044], [2.820, -1.958, 1.741], [-1.184, 2.136, -0.440], [-2.659, -3.688, -0.802], [5.622, -0.587, 3.051], [4.518, -2.376, 3.500], [1.550, 0.659, -2.732], [-6.387, 1.099, -0.653], [4.749, 0.799, 1.267], [1.721, 2.061, -2.207], [-1.861, 2.676, -3.441], [5.008, 1.778, -0.638], [0.489, -2.435, -1.816], [-3.582, -4.597, -0.192]]}


Entry 5:
{"formula": "C5H13NO", "method": "wB97M-V/def2-TZVPD", "gap_ev": 10.37, "largest_force_ev_per_a": 0.76, "smiles": "C=C(C)CCN.O", "lumo_ev": 0.97, "multiplicity": 1, "species": ["H", "C", "C", "H", "H", "C", "H", "H", "H", "H", "H", "O", "H", "C", "H", "H", "H", "C", "N", "H"], "xyz": [[-2.624, 0.962, 1.089], [-1.169, 0.462, -0.351], [1.021, -0.753, -0.622], [-1.725, -1.411, -1.230], [1.352, -2.092, 0.933], [0.265, 0.567, -0.799], [3.190, 1.038, 2.329], [2.113, 0.310, 1.480], [-0.929, 1.657, 1.364], [0.567, -1.512, -1.273], [-3.091, -0.389, -0.820], [2.532, 1.184, 1.624], [2.058, -0.641, -0.937], [-1.597, 1.056, 0.759], [0.094, -1.070, 1.172], [0.320, 0.853, -1.850], [-2.093, -0.035, -2.245], [-2.078, -0.375, -1.210], [1.026, -1.141, 0.790], [0.768, 1.330, -0.203]]}


Entry 6:
{"formula": "C4H5AgLiO5", "method": "wB97M-V/def2-TZVPD", "gap_ev": [6.32, 4.41], "largest_force_ev_per_a": 5.12, "lumo_ev": [-14.39, -17.00], "s2": 2.013, "multiplicity": 3, "total_charge": 3, "species": ["C", "H", "H", "O", "H", "O", "C", "O", "H", "C", "C", "O", "H", "O", "Li", "Ag"], "xyz": [[-1.661, -3.831, -2.804], [-2.173, 3.427, 0.471], [-0.512, -1.165, -0.141], [-2.418, 2.731, -0.162], [-1.229, -3.692, -0.278], [-1.619, -2.673, -2.011], [-1.532, -1.532, 0.061], [-0.887, -3.783, -3.790], [-1.510, -1.697, 1.143], [-2.158, 1.553, 0.266], [-1.668, -2.779, -0.695], [-2.126, 0.542, -0.392], [-2.790, -1.918, -0.079], [-2.273, -4.812, -2.425], [-2.019, -6.337, -3.548], [0.246, -2.588, -4.786]]}


What did the sixth record say?
{"formula": "C4H5AgLiO5", "method": "wB97M-V/def2-TZVPD", "gap_ev": [6.32, 4.41], "largest_force_ev_per_a": 5.12, "lumo_ev": [-14.39, -17.00], "s2": 2.013, "multiplicity": 3, "total_charge": 3, "species": ["C", "H", "H", "O", "H", "O", "C", "O", "H", "C", "C", "O", "H", "O", "Li", "Ag"], "xyz": [[-1.661, -3.831, -2.804], [-2.173, 3.427, 0.471], [-0.512, -1.165, -0.141], [-2.418, 2.731, -0.162], [-1.229, -3.692, -0.278], [-1.619, -2.673, -2.011], [-1.532, -1.532, 0.061], [-0.887, -3.783, -3.790], [-1.510, -1.697, 1.143], [-2.158, 1.553, 0.266], [-1.668, -2.779, -0.695], [-2.126, 0.542, -0.392], [-2.790, -1.918, -0.079], [-2.273, -4.812, -2.425], [-2.019, -6.337, -3.548], [0.246, -2.588, -4.786]]}